1.
Here is a 2-piece molecular cluster, C2HNO2 overall at a distorted geometry from the Open Molecules 2025 dataset. Energies are from the ωB97M-V functional and the def2-TZVPD basis.

```
6
Properties=species:S:1:pos:R:3:forces:R:3
C 0.45332 1.16397 -0.04998 -3.333 -4.517 -1.015
C 2.42107 -0.13299 0.25590 -3.338 0.037 1.912
N 1.17039 2.03137 0.03377 3.076 3.574 1.023
O 3.37955 0.15482 -0.31940 3.334 0.450 -1.970
O -0.44641 0.31888 -0.45901 -2.584 -1.136 2.300
H -1.16230 -0.03742 0.26661 2.845 1.593 -2.250
```
Forces are in eV/Å.

- spin multiplicity = 3
- E_HOMO (alpha / beta) (eV) = -6.1 / -12.0

2.
Here is a 2-piece molecular cluster, C4H10Cl2NO2P overall at a distorted geometry from the Open Molecules 2025 dataset. Energies are from the ωB97M-V functional and the def2-TZVPD basis.

```
20
Properties=species:S:1:pos:R:3:forces:R:3
C 1.51927 1.66545 -0.61114 0.010 0.309 -1.831
C 0.61633 0.70376 1.31910 -3.373 -1.064 2.579
C -0.73061 -2.55873 -1.09745 1.871 0.755 -0.297
C -3.01064 1.44199 -0.29451 2.347 -0.791 1.396
N 0.69950 0.58718 -0.06837 0.835 0.258 -1.973
O -0.25574 0.00994 -2.44326 0.136 0.142 -0.870
O -1.04749 -1.36207 -0.36672 0.018 1.475 -0.720
P -0.57762 0.06576 -1.02296 -1.766 -0.341 1.740
Cl -3.67854 1.99880 -1.74321 -0.428 -0.242 -0.060
Cl -2.36970 2.75828 0.75210 -0.499 -0.686 -0.539
H 1.39351 1.69874 -1.70892 0.092 -0.024 0.506
H 1.24669 2.63838 -0.22871 -0.530 0.342 0.297
H 2.59285 1.61528 -0.43181 0.017 -0.786 0.316
H -0.08706 -0.16278 1.71799 1.178 1.957 -0.584
H 1.55010 0.52139 1.80664 0.799 0.183 0.190
H 0.18149 1.72638 1.56682 0.587 -1.295 0.306
H 0.33439 -2.47671 -1.48464 -1.228 -0.548 0.667
H -1.36006 -2.81968 -1.92178 -0.675 0.625 -0.654
H -0.92061 -3.28626 -0.36194 0.496 -1.313 0.778
H -3.44716 0.63032 0.35312 0.114 1.043 -1.249
```
Forces are in eV/Å.

- spin multiplicity = 1
- E_HOMO (alpha / beta) (eV) = -8.0 / -8.4

3.
Here is C20H27NiO2S5SbSi as an isolated structure at a distorted geometry from the Open Molecules 2025 dataset. Energies are from the ωB97M-V functional and the def2-TZVPD basis.

```
57
Properties=species:S:1:pos:R:3:forces:R:3
Ni 0.34080 -0.38925 0.35485 0.187 0.520 0.117
S 3.70851 -0.22586 4.13890 -0.279 0.317 0.468
Sb 3.06684 0.84788 2.23978 -1.247 -0.333 -1.965
S 0.68858 1.65135 1.12843 0.998 0.495 1.380
S 2.48546 -0.97115 0.77029 0.463 -0.873 -0.100
S 4.66972 2.14676 1.30739 0.095 0.329 0.093
O -0.01046 -1.44916 -1.58412 0.559 -0.724 0.067
S 0.97252 -2.62495 -1.53158 -0.409 0.761 0.095
C 0.41193 -3.73176 -2.87056 -0.007 -0.084 -0.194
C -0.09127 -5.03401 -2.25067 -0.029 0.050 -0.009
C -0.71391 -4.61538 -0.92542 0.071 -0.005 -0.025
C 0.33279 -3.73638 -0.25705 -0.017 -0.084 0.129
H 1.23525 -3.86361 -3.57182 -0.041 0.000 -0.050
H -0.38887 -3.16480 -3.34851 0.008 -0.035 -0.010
H 0.74581 -5.71469 -2.07160 -0.005 -0.004 0.001
H -0.80062 -5.54481 -2.90523 0.014 0.012 -0.041
H -1.00145 -5.45973 -0.29682 0.018 0.001 0.016
H -1.61024 -4.02186 -1.12054 0.021 -0.028 -0.032
H 1.18887 -4.30550 0.11380 -0.031 -0.005 0.022
H -0.04671 -3.08788 0.53788 0.039 0.012 -0.005
C 0.02377 -0.50886 4.37610 -0.055 0.026 0.129
C -0.84852 -1.72961 4.07273 0.131 -0.066 0.042
C 0.07973 -2.87565 3.63497 -0.018 -0.025 -0.006
C -1.60538 -2.16076 5.33055 -0.041 -0.045 0.015
Si -1.94454 -1.35401 2.58584 0.237 0.103 -0.601
O -1.13489 -1.26103 1.19922 -0.702 -0.538 0.531
C -3.05893 0.15811 2.85793 -0.034 0.190 -0.096
C -3.18352 0.91279 4.02573 -0.119 -0.025 -0.052
C -4.00024 2.03932 4.08429 0.015 -0.090 -0.044
C -4.71424 2.43867 2.96496 0.012 0.000 0.006
C -4.61541 1.70060 1.79165 0.009 -0.037 0.020
C -3.80055 0.57933 1.74510 0.028 -0.002 0.086
C -3.21535 -2.77554 2.43423 -0.105 -0.053 -0.060
C -3.14559 -3.63777 1.33840 -0.051 -0.015 0.086
C -4.04923 -4.68351 1.16696 0.065 0.082 0.027
C -5.05685 -4.88671 2.09907 -0.005 0.021 0.029
C -5.15852 -4.03416 3.19378 0.053 -0.007 -0.053
C -4.25168 -2.99383 3.35068 0.047 0.016 -0.060
H 0.82145 -0.77074 5.07710 0.021 0.015 -0.019
H -0.55135 0.31654 4.80282 0.005 -0.014 0.008
H 0.49693 -0.12853 3.47292 0.032 0.010 -0.045
H 0.74286 -3.15067 4.46451 -0.017 -0.012 -0.023
H 0.71407 -2.56866 2.80028 0.024 0.032 0.024
H -0.48674 -3.76715 3.33404 0.005 0.015 0.042
H -0.89011 -2.36781 6.13711 -0.002 0.015 -0.012
H -2.19029 -3.06955 5.16289 0.035 -0.017 0.005
H -2.29292 -1.39051 5.69229 0.012 0.009 -0.001
H -2.63125 0.62928 4.91163 0.034 0.022 0.006
H -4.06725 2.61046 5.00317 0.015 0.009 0.003
H -5.33265 3.32848 3.00014 -0.016 -0.010 0.007
H -5.16549 2.00732 0.90912 0.009 0.009 -0.001
H -3.71820 0.02004 0.81848 0.033 0.022 -0.003
H -2.36657 -3.45870 0.60885 -0.071 0.029 0.068
H -3.96932 -5.33550 0.30329 0.006 -0.002 -0.005
H -5.76507 -5.69793 1.97209 0.000 -0.002 0.000
H -5.94883 -4.18035 3.92189 -0.004 0.005 -0.001
H -4.35955 -2.32861 4.20183 0.001 0.008 -0.010
```
Forces are in eV/Å.

- spin multiplicity = 3
- charge = -2
- E_HOMO (alpha / beta) (eV) = -1.1 / -1.3

4.
Here is C3H8NdO3 as an isolated structure at a distorted geometry from the Open Molecules 2025 dataset. Energies are from the ωB97M-V functional and the def2-TZVPD basis.

```
15
Properties=species:S:1:pos:R:3:forces:R:3
C 0.24285 -3.00799 1.80270 0.219 -0.751 0.572
O 0.27129 -1.64099 1.38937 1.186 1.888 0.107
H 0.15118 -3.05579 2.89440 0.011 -0.092 -0.305
H -0.63734 -3.47665 1.35049 0.197 0.139 0.083
H 1.15017 -3.53012 1.47395 -0.264 0.128 0.093
C 0.83519 1.49537 -0.53470 -0.926 -0.278 -0.196
O 0.37793 2.12461 -1.76336 -0.090 -0.743 0.175
C -1.03456 2.29065 -1.84316 0.670 1.872 -0.168
O -1.71995 1.10603 -1.79169 0.624 -2.345 1.725
Nd -0.80438 -0.42272 -0.52536 -0.133 2.322 -1.616
H 1.02714 -1.12270 1.81115 -1.308 -1.203 -0.579
H 1.88167 1.21082 -0.73067 -0.274 0.112 0.189
H 0.80194 2.24232 0.28482 0.056 -0.360 -0.168
H -1.19354 2.81841 -2.80412 0.000 -0.346 0.434
H -1.34960 2.96874 -1.01381 0.030 -0.344 -0.346
```
Forces are in eV/Å.

- spin multiplicity = 4
- charge = +1
- E_HOMO (alpha / beta) (eV) = -11.7 / -11.7

5.
Here is one molecule with the formula C24H32N2O4S from the Open Molecules 2025 dataset. Energies are from the ωB97M-V functional and the def2-TZVPD basis.

```
63
Properties=species:S:1:pos:R:3:forces:R:3
C 0.57089 -1.45054 -3.80585 0.022 0.272 -0.196
H -0.05962 -0.90637 -3.10590 -0.063 0.033 0.145
H 0.20544 -2.47257 -3.88845 -0.042 -0.171 0.007
H 1.57478 -1.47860 -3.38942 0.092 -0.037 0.113
C 0.59100 -0.77782 -5.17660 -0.122 -0.249 -0.074
C 1.56501 -1.49165 -6.10914 -0.151 0.242 0.138
H 1.60022 -0.99892 -7.07746 0.046 0.012 -0.153
H 2.56571 -1.48776 -5.68474 0.128 -0.049 0.004
H 1.25918 -2.52512 -6.25850 -0.006 -0.165 -0.041
H 0.91531 0.26057 -5.05150 -0.052 0.008 -0.031
C -0.80782 -0.76134 -5.81294 0.377 0.181 -0.139
N -1.75172 0.01947 -5.04945 -0.113 -0.409 0.222
C -2.03797 1.30131 -5.33619 -0.333 -0.061 0.432
O -1.69499 1.87708 -6.34620 0.093 0.281 -0.229
C -2.89328 1.99006 -4.26130 0.005 0.252 -0.289
O -2.70989 1.46020 -2.96741 -0.003 -0.133 0.198
C -1.46738 1.55409 -2.39934 0.205 0.006 0.202
C -0.36747 2.17383 -2.98222 -0.409 -0.027 -0.159
C 0.84960 2.17410 -2.32466 0.079 -0.114 0.311
C 0.98522 1.55859 -1.08956 0.281 -0.063 0.062
C -0.11143 0.93609 -0.50544 -0.094 0.015 -0.179
C -1.32782 0.94310 -1.15222 -0.160 0.063 -0.189
H -2.18978 0.46553 -0.71285 -0.118 -0.064 0.047
H -0.01226 0.44631 0.45132 -0.007 -0.051 0.071
S 2.58994 1.51567 -0.33197 0.060 0.020 0.044
C 2.15517 1.56740 1.39123 0.207 -0.035 -0.362
C 2.74431 0.67307 2.26910 -0.134 0.182 -0.220
C 2.42229 0.69628 3.61569 -0.033 0.137 0.458
C 1.50677 1.62899 4.09045 0.083 -0.006 -0.280
C 0.93242 2.54176 3.20330 -0.027 -0.060 0.190
C 1.25771 2.51689 1.86565 0.048 -0.047 0.228
H 0.80813 3.22300 1.18396 -0.033 0.069 -0.044
H 0.23439 3.26752 3.58996 -0.091 0.092 0.060
O 1.09384 1.72954 5.39016 -0.126 0.188 -0.088
C 1.56272 0.77151 6.31260 0.234 -0.228 0.191
C 1.03180 -0.64425 6.03510 0.005 0.549 -0.024
O 1.66909 -1.63820 6.30779 0.281 -0.223 0.145
N -0.19821 -0.64475 5.49487 -0.391 0.161 -0.125
H -0.64137 0.24258 5.30636 0.169 -0.018 0.038
C -0.91274 -1.84352 5.12681 -0.189 -0.120 -0.147
H -0.24276 -2.68108 5.33414 -0.119 -0.002 -0.002
H -1.80298 -1.94060 5.75953 0.084 -0.087 -0.028
C -1.32914 -1.84333 3.65101 0.166 -0.216 0.079
C -0.10381 -1.84947 2.74196 -0.215 0.202 0.135
H 0.49724 -2.73673 2.92664 0.107 -0.142 0.006
H 0.51674 -0.97417 2.92086 0.075 0.027 -0.044
H -0.40561 -1.85046 1.69679 0.008 -0.010 -0.145
C -2.21473 -3.05426 3.36973 0.039 0.325 0.076
H -3.10354 -3.03841 3.99633 -0.128 -0.068 0.053
H -1.66951 -3.97372 3.56891 0.060 -0.158 0.012
H -2.52890 -3.05994 2.32898 -0.050 -0.057 -0.101
H -1.90748 -0.93112 3.45728 -0.012 -0.004 0.020
H 2.65689 0.74490 6.35956 -0.148 -0.075 -0.051
H 1.18386 1.09810 7.28597 0.088 -0.069 -0.114
H 2.87791 -0.02766 4.27191 0.042 -0.084 0.111
H 3.44869 -0.05463 1.89718 0.033 -0.121 -0.035
H 1.70518 2.65066 -2.77739 0.077 0.107 -0.064
H -0.44008 2.65332 -3.94510 -0.022 0.068 -0.125
H -2.69730 3.06824 -4.29250 0.049 -0.161 -0.039
H -3.94957 1.82491 -4.49332 0.151 0.056 -0.014
H -2.05517 -0.35139 -4.16181 -0.021 0.179 -0.049
H -0.75458 -0.30405 -6.80354 -0.032 -0.149 0.041
H -1.18851 -1.78226 -5.90816 0.045 0.006 -0.058
```
Forces are in eV/Å.

- spin multiplicity = 1
- E_HOMO (eV) = -7.9

6.
Here is C6H15NO2 as an isolated structure at a distorted geometry from the Open Molecules 2025 dataset. Energies are from the ωB97M-V functional and the def2-TZVPD basis.

```
24
Properties=species:S:1:pos:R:3:forces:R:3
C 1.11950 -0.14781 -0.95408 -0.032 0.005 -0.026
C 0.43895 -1.40680 -1.47434 0.092 0.158 0.030
C 0.78689 2.18238 0.07164 -0.054 -0.056 -0.048
C 0.14353 0.89270 -0.38264 -0.208 -0.674 0.984
O 1.89532 0.47478 -1.98069 -0.178 -0.030 0.014
N -1.05714 0.96451 -1.03376 -0.678 -0.418 0.217
H 1.29574 0.66626 -2.71469 0.059 -0.039 0.063
H 1.84430 -0.40286 -0.17738 -0.028 0.021 -0.002
H -1.53096 1.84355 -0.84512 0.066 -0.012 0.004
H -0.18595 -1.16938 -2.33636 -0.007 0.032 0.012
H 1.19626 -2.12729 -1.78099 0.000 0.009 0.014
H -0.20436 -1.85873 -0.72223 -0.026 -0.005 0.041
H 1.12646 2.74998 -0.79603 -0.016 -0.031 -0.005
H 0.07716 2.79379 0.62995 0.012 -0.032 0.032
H 1.65997 1.98340 0.69159 -0.027 0.002 0.021
C -1.23996 -0.38569 1.53745 -1.371 -0.376 -0.318
C -0.57267 -1.60881 2.14598 0.358 0.131 -0.291
O -2.17210 -0.53921 0.66219 0.665 0.076 0.698
H -1.71922 0.18858 -0.59421 0.563 0.539 -0.522
H -1.41168 0.40275 2.29900 0.241 0.145 -0.239
H -0.23582 0.25253 0.83042 0.663 0.487 -0.662
H -1.24952 -2.05102 2.87926 -0.059 0.092 -0.036
H -0.35796 -2.36184 1.38933 -0.017 0.003 0.000
H 0.35327 -1.33576 2.65573 -0.018 -0.028 0.019
```
Forces are in eV/Å.

- spin multiplicity = 1
- E_HOMO (eV) = -9.2

7.
Here is C22H48AgN5OPS as an isolated structure from the Open Molecules 2025 dataset. Energies are from the ωB97M-V functional and the def2-TZVPD basis.

```
79
Properties=species:S:1:pos:R:3:forces:R:3
Ag 1.69763 -0.11599 1.94370 0.000 -0.152 0.314
S -0.05912 1.62094 3.10348 -0.148 0.054 -0.337
C -1.13931 2.11971 1.84594 0.161 -0.059 0.306
N -1.63062 3.43946 1.88294 -0.088 -0.034 -0.112
C -2.17705 3.73795 0.56663 -0.055 0.030 0.045
C -2.42299 2.31296 0.03135 0.024 -0.072 -0.030
N -1.58932 1.43077 0.84728 -0.048 0.042 -0.169
H -0.98737 4.08274 2.31098 0.026 0.103 0.040
H -1.46802 4.28878 -0.06601 0.015 -0.054 0.032
H -3.10078 4.31845 0.63206 0.028 0.026 0.000
H -2.16263 2.21851 -1.03005 -0.041 0.008 0.073
H -3.48460 2.04147 0.12225 0.031 -0.007 0.051
H -0.55199 -0.24715 0.68370 -0.056 -0.135 -0.236
C 3.40791 3.02915 1.89027 -0.049 0.058 -0.009
N 2.45009 3.72347 1.05168 0.015 -0.122 -0.196
C 2.46306 5.16244 1.17797 0.007 0.017 -0.004
C 1.21690 5.77825 0.58162 -0.017 0.037 0.008
C 1.04245 5.25830 -0.82773 0.015 -0.030 -0.030
N 1.02733 3.81481 -0.81919 0.013 -0.009 0.083
C 0.48829 3.17255 -1.99356 -0.027 0.033 -0.046
C 1.80324 3.04850 0.04341 -0.073 -0.275 0.014
O 1.86892 1.83293 -0.10219 0.224 0.456 0.034
H 3.16287 3.19476 2.94103 0.010 -0.002 0.006
H 4.42292 3.39655 1.68702 -0.039 0.007 0.032
H 3.37229 1.96379 1.70513 -0.072 -0.178 -0.053
H 3.35649 5.58687 0.69239 0.006 -0.012 0.004
H 2.54054 5.40274 2.24151 -0.030 0.001 0.006
H 1.29470 6.86688 0.58123 0.012 0.002 0.003
H 0.34600 5.49941 1.17697 -0.008 -0.014 0.012
H 1.84108 5.64775 -1.47997 0.004 -0.004 0.004
H 0.09375 5.60259 -1.25028 0.002 0.008 0.001
H -0.54577 3.49497 -2.15274 0.037 0.002 0.004
H 0.51028 2.09866 -1.84653 0.007 0.031 0.011
H 1.06795 3.42172 -2.89302 0.009 0.000 0.015
C 3.43089 -0.94526 2.95983 0.035 0.098 -0.079
H 3.82548 -0.20811 3.66870 0.054 -0.059 0.028
H 4.25723 -1.26265 2.31345 -0.005 0.001 -0.009
H 3.10709 -1.81931 3.53706 0.043 -0.007 0.020
C -2.46937 -2.45406 1.69489 -0.093 0.040 -0.018
C -2.33692 -2.60961 0.16754 -0.106 -0.083 -0.038
C -3.24638 -1.53676 -0.45369 -0.008 0.060 0.047
C -2.86343 -3.98497 -0.25522 -0.066 -0.069 -0.027
P -0.55670 -2.24116 -0.30514 0.162 0.160 0.153
N 0.04241 -1.07337 0.52775 -0.044 0.160 0.170
C -0.50498 -1.83398 -2.14116 -0.042 -0.031 -0.134
C -0.89543 -0.35142 -2.28828 0.069 -0.010 -0.007
C -1.36569 -2.69388 -3.06917 -0.050 -0.048 -0.082
C 0.96087 -1.92039 -2.59316 0.014 0.023 -0.059
C 0.49982 -3.74422 0.03452 0.076 -0.003 0.024
C 0.34482 -4.89504 -0.96416 -0.056 -0.076 -0.065
C 0.14913 -4.25827 1.44077 0.010 -0.046 0.015
C 1.98449 -3.33186 0.09788 -0.017 -0.081 -0.017
H -3.52984 -2.32460 1.93140 -0.006 -0.038 0.017
H -1.93306 -1.57674 2.05838 0.005 -0.005 -0.026
H -2.11566 -3.32885 2.23556 0.011 0.056 0.007
H -4.24601 -1.65971 -0.02632 -0.010 0.014 -0.011
H -3.33873 -1.64082 -1.53502 -0.026 0.075 0.138
H -2.89883 -0.53075 -0.20781 0.003 -0.032 0.018
H -3.92570 -4.04475 0.00517 -0.001 0.000 0.002
H -2.35880 -4.80163 0.26286 -0.062 0.057 -0.061
H -2.78104 -4.15897 -1.33093 -0.014 0.025 0.087
H -1.96545 -0.17515 -2.21266 -0.012 -0.020 0.030
H -0.57242 -0.00765 -3.27629 -0.011 0.007 -0.010
H -0.39000 0.24758 -1.52679 -0.044 -0.057 -0.020
H -2.43399 -2.55082 -2.89394 0.155 -0.062 -0.073
H -1.14795 -3.76017 -2.98164 0.025 0.035 0.001
H -1.16743 -2.40516 -4.10738 0.007 0.009 0.006
H 1.61629 -1.37051 -1.91489 -0.051 0.022 -0.026
H 1.03446 -1.46506 -3.58546 0.034 -0.001 -0.002
H 1.31681 -2.94720 -2.67811 -0.006 0.102 -0.006
H -0.68557 -5.24341 -1.06399 0.079 0.026 0.008
H 0.94340 -5.73927 -0.60777 0.000 0.000 0.002
H 0.71702 -4.63527 -1.95667 -0.063 -0.054 0.090
H -0.83210 -4.73209 1.48683 0.110 0.034 0.012
H 0.19711 -3.45475 2.17701 0.031 0.000 -0.033
H 0.89042 -5.01444 1.71201 -0.002 -0.005 0.031
H 2.42214 -3.18147 -0.88651 -0.019 0.025 0.013
H 2.53283 -4.14849 0.57733 0.016 -0.003 -0.018
H 2.13368 -2.43122 0.69398 -0.020 0.006 0.025
```
Forces are in eV/Å.

- spin multiplicity = 1
- charge = -1
- E_HOMO (eV) = -3.1